[1]
The following is a quantum chemistry calculation of a structure of composition C41H42IrP2Se, from the OMol25 dataset.

Cartesian coordinates (Å):
Ir 0.00051 0.97286 -0.35932
C -2.09470 1.02562 -3.06717
C -1.69095 -0.25984 -2.94881
C -0.81226 -0.88242 -4.01219
C 0.54172 -0.18736 -4.15935
C 1.02812 0.68411 -3.00430
C 0.53753 1.90344 -2.63440
C -0.28574 2.72101 -3.60210
C -1.56978 1.99252 -4.08966
C 1.19358 0.41953 1.39091
H -3.01517 1.39248 -2.58185
H -2.27407 -1.02800 -2.38063
H -1.31059 -0.76013 -4.99829
H -0.70583 -1.96520 -3.82040
H 1.32602 -0.96306 -4.31115
H 0.49924 0.39682 -5.11106
H 2.02215 0.36350 -2.62953
H 0.96262 2.44861 -1.79840
H 0.28438 3.01090 -4.51220
H -0.59618 3.67067 -3.10291
H -2.35928 2.75846 -4.21997
H -1.39908 1.50433 -5.06730
H 0.77749 1.19601 2.07262
H 2.28951 0.68956 1.45838
H 1.03299 -0.57456 1.82419
P -1.37627 -0.97691 -0.30450
P 2.06570 -0.27096 -0.39492
C -0.11730 -1.99831 -1.18782
C 1.23339 -1.71689 -1.19719
C -2.29716 -2.30342 0.51151
C -2.66814 -3.40982 -0.27961
C -3.44324 -4.41298 0.29360
C -3.89836 -4.28060 1.60644
C -3.62536 -3.11871 2.34124
C -2.79484 -2.14786 1.80419
C -2.87310 0.25986 -0.43649
C -2.41130 1.57630 -0.37052
C -3.28708 2.67005 -0.41686
C -4.69003 2.38574 -0.44243
C -5.15697 1.05139 -0.52467
C -4.23725 -0.01120 -0.58610
C 3.47976 -1.20890 0.42858
C 3.26302 -2.51530 0.92143
C 4.30575 -3.26607 1.47100
C 5.60958 -2.76125 1.45242
C 5.85771 -1.48455 0.94382
C 4.79800 -0.70965 0.46187
C 2.91033 1.42129 -0.62717
C 2.44846 2.53816 0.08274
C 2.78476 3.83544 -0.32504
C 3.74326 3.99929 -1.33935
C 4.25466 2.89589 -2.01286
C 3.93499 1.58475 -1.57355
H -0.46644 -2.89414 -1.72569
H 1.93008 -2.42496 -1.69895
H -2.31660 -3.51814 -1.29928
H -3.66302 -5.30571 -0.29221
H -4.46932 -5.09527 2.05958
H -4.04640 -2.99564 3.34799
H -2.51115 -1.24123 2.36118
H -1.32885 1.95698 -0.49765
H -2.87196 3.72416 -0.48151
H -5.41052 3.22988 -0.37603
H -6.26255 0.87341 -0.53448
H -4.58265 -1.02760 -0.78203
H 2.26177 -2.94829 0.88575
H 4.10792 -4.25662 1.91560
H 6.44634 -3.38140 1.79055
H 6.88111 -1.08268 0.91059
H 5.01161 0.30159 0.13190
H 1.65282 2.46201 0.85677
H 2.25509 4.67808 0.09816
H 4.06937 4.99461 -1.60609
H 4.87440 3.00704 -2.91808
H 4.45188 0.71431 -1.98447
Se -1.70792 1.22289 2.56142
C -1.03479 0.56401 4.16200
C -0.82749 1.50109 5.21381
C -0.51262 1.08793 6.50722
C -0.29861 -0.27311 6.79753
C -0.44943 -1.20599 5.76218
C -0.77604 -0.80289 4.46466
H -0.94214 2.55268 4.97991
H -0.44290 1.82953 7.30319
H -0.04871 -0.59332 7.80813
H -0.31846 -2.26944 5.97552
H -0.84899 -1.53842 3.66795

Summary:
Energy relative to the best compared isomer or geometry (same formula, charge and spin) ... 615.92 kJ/mol
2S+1 ... 6
Energy ... -129933.0825 eV
M ... 867.912 g mol⁻¹
E_LUMO (spin up / spin down) ... -5.52 / -8.91 eV
HOMO energy (spin up / spin down) ... -10.7 / -13.5 eV
Net charge ... +2


[2]
The following is a quantum chemistry calculation of a structure of composition C27H21CaN11O3PS, from the OMol25 dataset.

Cartesian coordinates (Å):
Ca 0.77684 1.88932 -0.67134
N 1.23310 1.21563 1.98743
C 0.45319 0.27831 2.65894
C 0.06351 0.46979 3.98515
C -0.78535 -0.42574 4.60932
C -1.26588 -1.52956 3.92128
C -0.91189 -1.71686 2.59401
C -0.04929 -0.83472 1.94809
P 0.23625 -0.78891 0.14143
C 1.88504 -1.54122 -0.09007
C 2.71421 -1.96290 0.94122
C 3.96164 -2.49765 0.65108
C 4.38771 -2.60408 -0.66151
C 3.56221 -2.18595 -1.69761
C 2.31565 -1.65803 -1.41381
C -0.78339 -2.19358 -0.44565
C -1.94353 -1.92494 -1.16615
C -2.77164 -2.96516 -1.56808
C -2.43665 -4.27501 -1.26406
C -1.26748 -4.55109 -0.56504
C -0.44331 -3.51501 -0.16015
H 1.40729 2.06185 2.51062
H 2.12509 0.90461 1.57711
H 0.42297 1.34151 4.52049
H -1.08009 -0.25758 5.63760
H -1.93560 -2.22958 4.40399
H -1.33649 -2.54824 2.04970
H 2.39221 -1.87622 1.97269
H 4.61586 -2.80352 1.45735
H 5.37557 -2.98773 -0.88086
H 3.89870 -2.24612 -2.72494
H 1.66875 -1.32071 -2.21936
H -2.18841 -0.89897 -1.41596
H -3.67499 -2.75248 -2.12561
H -3.08174 -5.08631 -1.57792
H -0.99689 -5.57460 -0.33707
H 0.47181 -3.72633 0.38084
N 3.50828 1.90223 -2.90429
C 2.28057 1.51078 -3.41990
N 2.11397 1.00469 -4.63095
N 0.79559 0.76055 -4.71935
N 0.20112 1.09640 -3.62731
N 1.11855 1.59538 -2.76182
C 3.82278 1.67376 -1.57911
N 5.05800 1.44501 -1.14855
N 4.93265 1.28172 0.16985
N 3.69876 1.39646 0.51668
N 2.93883 1.66014 -0.57474
H 4.27896 1.74811 -3.53483
O -3.50740 5.23357 -2.15377
S -3.21811 5.05755 -0.75824
O -3.83484 5.98288 0.15723
N -1.61343 4.94637 -0.49263
C -1.27830 3.78536 0.01051
O -0.10043 3.41354 0.29105
C -2.43478 2.84432 0.22904
C -2.41960 1.58736 0.80542
C -3.60655 0.86521 0.85406
C -4.78382 1.40728 0.35155
C -4.80472 2.69225 -0.18551
C -3.61747 3.38806 -0.23022
H -1.51430 1.19305 1.24645
H -3.60513 -0.12564 1.29260
H -5.70353 0.83744 0.38962
H -5.72064 3.13392 -0.55600

Summary:
Energy relative to the best compared isomer or geometry (same formula, charge and spin) ... 42.72 kJ/mol
Energy ... -89440.7408 eV
M ... 650.658 g mol⁻¹
E_LUMO ... 2.19 eV
HOMO energy ... -5.7 eV
Net charge ... -1


[3]
The following is a quantum chemistry calculation of the molecule C5H8O, from the OMol25 dataset.

Cartesian coordinates (Å):
C 1.35590 -1.65379 -0.60014
C 0.46197 -1.45894 0.36516
C 0.26727 -0.13547 1.06990
C -0.82201 0.64357 0.37506
C -0.56431 1.66585 -0.43655
O -1.45611 2.31621 -1.22931
H 2.03803 -0.86070 -0.89979
H 1.42964 -2.58952 -1.14512
H -2.29413 1.83729 -1.20108
H -0.23281 -2.25719 0.62687
H 1.20406 0.43658 1.04135
H 0.02500 -0.29925 2.12845
H -1.84423 0.26667 0.45323
H 0.43173 2.08868 -0.54802

Summary:
Energy relative to the best compared isomer or geometry (same formula, charge and spin) ... 150.36 kJ/mol
SMILES ... C=CC/C=C/O
Energy ... -7360.6969 eV
M ... 84.118 g mol⁻¹
E_LUMO ... 1.00 eV
HOMO energy ... -8.7 eV
Net charge ... 0


[4]
The following is a quantum chemistry calculation of a cluster of 2 separate species, C4H16N3O in total, from the OMol25 dataset.

Cartesian coordinates (Å):
C 1.80600 1.21572 0.68755
O 2.60704 1.85124 1.72680
C 0.70430 2.23220 0.37819
N -0.18596 1.56241 -0.63579
H 1.38361 0.28308 1.11682
H 2.42081 0.96758 -0.22814
H 3.35679 1.24048 1.85978
H 0.09856 2.49496 1.25542
H 1.13904 3.14056 -0.08590
H -0.60469 0.53823 -0.31296
H 0.26486 1.47589 -1.53418
H -0.97508 2.17114 -0.75594
C -2.53960 -0.79932 -0.80441
N -1.16712 -0.77397 -0.19166
C -0.27036 -1.94255 -0.60614
N -0.69088 -3.27608 -0.42452
H -3.10786 0.11385 -0.53164
H -2.37926 -0.78566 -1.91552
H -3.14660 -1.71054 -0.58052
H -1.35556 -1.02133 0.78177
H 0.71257 -1.79656 -0.13204
H -0.10569 -1.76062 -1.67622
H -0.86836 -3.50175 0.58018
H -1.58371 -3.48198 -0.82265

Summary:
Energy relative to the best compared isomer or geometry (same formula, charge and spin) ... 138.85 kJ/mol
Energy ... -10918.4183 eV
M ... 122.192 g mol⁻¹
E_LUMO ... -2.97 eV
HOMO energy ... -13.6 eV
Net charge ... +1


[5]
The following is a quantum chemistry calculation of the ion C14H27O5S with charge -1, from the OMol25 dataset.

Cartesian coordinates (Å):
C -3.27445 -2.92958 0.25069
C -3.75621 -1.56371 -0.22302
C -2.90483 -0.43641 0.35580
C -3.26934 0.91704 -0.25273
C -2.73989 2.11686 0.53595
C -1.23665 2.09070 0.81609
C -0.37580 1.94695 -0.43570
C 1.11104 2.09361 -0.11546
C 1.96430 1.54816 -1.25669
C 3.46570 1.75035 -1.05598
C 4.04299 1.08245 0.19371
C 3.82518 -0.42553 0.24460
H 3.94617 -0.88570 -0.74300
H 4.53412 -0.89778 0.93754
O 2.50614 -0.70657 0.69118
C 2.26811 -1.97158 1.08219
O 3.14705 -2.75452 1.36437
C 0.83025 -2.24055 1.08372
H 0.21622 -1.40368 1.38271
H 0.55588 -3.18168 1.53897
S 0.59135 -2.38127 -0.77751
O 1.91898 -2.52014 -1.34777
O -0.07058 -1.13515 -1.13789
O -0.26001 -3.55127 -0.92867
H 3.60223 1.52449 1.08836
H 5.12037 1.27110 0.22223
H 3.68309 2.82337 -0.99884
H 3.98776 1.35382 -1.93076
H 1.73971 0.48700 -1.36417
H 1.67525 2.04601 -2.18732
H 1.32599 1.51664 0.78362
H 1.35956 3.14365 0.08254
H -0.67283 2.69390 -1.17776
H -0.51996 0.95511 -0.86305
H -0.97112 3.01842 1.33740
H -1.01146 1.26242 1.48940
H -3.26731 2.17071 1.49458
H -2.98193 3.02904 -0.01944
H -2.88311 0.95293 -1.27153
H -4.36062 1.00826 -0.30896
H -1.86209 -0.66045 0.13106
H -3.03780 -0.40359 1.44164
H -3.69246 -1.52636 -1.31188
H -4.80677 -1.41597 0.05749
H -3.26300 -2.97468 1.33932
H -3.93127 -3.71675 -0.11720
H -2.26793 -3.12007 -0.11984

Summary:
Energy relative to the best compared isomer or geometry (same formula, charge and spin) ... 11.97 kJ/mol
SMILES ... CCCCCCCCCCCCOC(=O)CS(=O)(=O)[O-]
Energy ... -36031.9400 eV
M ... 307.432 g mol⁻¹
E_LUMO ... 3.30 eV
HOMO energy ... -5.8 eV
Net charge ... -1


[6]
The following is a quantum chemistry calculation of a cluster of 2 separate species, C3H8N2OS in total, from the OMol25 dataset.

Cartesian coordinates (Å):
C -0.10606 -1.56859 1.68916
C 0.91602 -0.74758 0.89554
C -0.32225 0.32502 -1.14025
H 0.29213 -2.99187 1.56068
H -0.50886 -1.33363 2.85128
H -1.09844 -1.34081 0.99338
H 1.38503 -1.45991 0.25502
H 1.60711 0.09351 1.35491
H 0.57904 1.08735 0.62757
H -0.29088 1.86697 -3.06373
H -1.58229 2.67334 -1.11025
N 0.18138 0.26225 0.01894
N -0.08410 1.56405 -1.88554
O -0.37973 2.71947 -1.06664
S -0.58808 -1.14956 -1.98007

Summary:
Energy relative to the best compared isomer or geometry (same formula, charge and spin) ... 801.56 kJ/mol
Energy ... -19096.1945 eV
M ... 120.177 g mol⁻¹
E_LUMO ... 0.11 eV
HOMO energy ... -8.2 eV
Net charge ... 0